Below is 3 unconnected molecules or ions with the total composition C3H14NO3S at a distorted geometry, with properties calculated with ωB97M-V with the def2-TZVPD basis set.

Last column: Mulliken charge in e.
Atoms and positions in Å:
C: 0.431 -1.765 0.262  -0.6796
O: 1.852 -1.873 0.248  -0.5865
C: 0.020 -0.313 0.467  -0.2962
C: -1.411 -0.178 0.950  -0.6681
S: -2.455 0.241 -0.495  -0.2056
N: 1.014 0.315 1.419  -0.1249
H: -0.038 -2.166 -0.627  0.3953
H: 0.141 -2.307 1.167  0.3518
H: 2.137 -2.232 -0.599  0.3403
H: 0.086 0.193 -0.498  0.3909
H: -1.785 -1.078 1.422  0.4270
H: -1.569 0.657 1.629  0.4234
H: -3.652 0.425 0.071  0.1767
H: 0.661 0.590 2.336  0.3372
H: 1.810 -0.306 1.501  0.3805
H: 1.317 1.190 0.969  0.3458
H: -0.139 3.859 0.037  0.3114
H: -0.286 2.288 -0.164  0.2956
O: 0.185 2.992 0.291  -0.6263
H: 1.347 -0.132 -3.436  0.3010
H: -0.111 -0.363 -3.834  0.3090
O: 0.444 -0.038 -3.116  -0.5989

Properties
2S+1: 1
E_tot: -21799.379 eV
E_HOMO: -0.4754 Ha
Total charge: +1

=====

Below is a single C12H24BCl2INO6PS molecule at a distorted geometry, with properties calculated with ωB97M-V with the def2-TZVPD basis set.

Last column: Mulliken charge in e.
Atoms and positions in Å:
C: -0.441 1.448 3.424  -0.6237
C: -1.430 2.349 2.444  -0.4260
B: -1.820 1.568 1.029  0.6341
O: -3.178 1.001 0.839  -0.6286
C: -0.720 1.337 -0.216  0.4313
O: -0.649 -0.059 -0.675  -0.3997
C: 0.296 -0.858 0.154  0.5841
C: -0.338 -2.405 0.153  -0.9561
C: -0.036 -3.232 1.536  -0.6265
C: 0.513 -4.779 1.227  -0.3924
S: 0.414 -5.802 2.805  -0.2801
C: 1.852 -0.807 -0.382  0.2370
Cl: 2.711 -2.455 -0.406  -0.1764
C: 2.802 0.256 0.472  -0.0053
C: 4.358 -0.271 0.658  -1.1220
C: -0.925 2.385 -1.459  -0.8559
I: -1.210 4.420 -0.593  -0.0090
O: -2.117 2.147 -2.288  -0.2680
C: -1.832 1.291 -3.450  0.6014
O: -3.155 1.053 -4.118  -0.2174
N: -3.721 2.293 -4.264  0.1871
O: -4.952 2.173 -4.376  -0.3966
P: -0.737 2.140 -4.799  0.2569
O: 0.896 1.552 -4.418  -0.5239
Cl: -0.760 4.243 -4.490  -0.1934
H: -0.334 1.968 4.491  0.3362
H: 0.658 1.486 2.963  0.0438
H: -0.799 0.334 3.546  0.1867
H: -2.403 2.634 3.062  0.2044
H: -0.859 3.372 2.271  0.1485
H: -3.532 0.889 1.776  0.3007
H: 0.337 1.592 0.278  -0.0210
H: 0.319 -0.534 1.283  -0.2174
H: -0.048 -2.992 -0.838  0.3534
H: -1.517 -2.237 0.070  0.2983
H: 0.732 -2.691 2.267  0.3364
H: -1.071 -3.392 2.108  0.3384
H: 1.627 -4.758 0.869  0.2401
H: -0.117 -5.325 0.404  0.3353
H: 0.475 -4.872 3.863  0.1271
H: 1.806 -0.399 -1.491  0.0700
H: 2.852 1.262 -0.154  0.2389
H: 2.370 0.519 1.531  -0.0756
H: 4.446 -1.134 1.478  0.2847
H: 4.862 -0.600 -0.366  0.2958
H: 5.025 0.630 1.065  0.3471
H: 0.086 2.442 -2.045  0.6064
H: -1.445 0.205 -3.162  0.0382
H: 0.707 0.609 -4.074  0.3528

Properties
2S+1: 1
E_tot: -80546.514 eV
E_HOMO: -0.3341 Ha
Structure (SMILES): CCB(O)[C@@H](O[C@@H](CCCS)[C@H](Cl)CC)[C@H](I)O[C@@H](ON=O)P(O)Cl

=====

Below is 14 unconnected molecules or ions with the total composition C7H43NO13 at a distorted geometry, with properties calculated with ωB97M-V with the def2-TZVPD basis set.

Last column: Mulliken charge in e.
Atoms and positions in Å:
C: 1.594 0.553 -1.992  -0.4930
N: 0.630 -0.546 -1.837  0.7338
C: 0.345 -1.087 -0.511  0.7814
C: 0.408 0.074 0.532  1.5830
C: -0.915 -1.891 -0.436  -0.9219
C: 1.611 1.590 -3.060  -1.0872
C: 0.751 3.474 -1.483  -0.9439
C: 0.632 2.757 -2.837  -0.0428
H: 1.833 1.028 -0.991  0.3871
H: 2.512 -0.028 -2.068  0.1992
H: -0.211 -0.368 -2.388  -0.2506
H: 1.229 -1.773 -0.328  -0.2208
H: 1.425 0.103 1.062  0.1276
H: -0.370 0.032 1.310  -2.1050
H: 0.416 1.084 0.213  0.4226
H: -1.737 -1.266 -0.760  0.1324
H: -0.985 -2.336 0.557  0.3109
H: -0.696 -2.952 -0.938  0.3179
H: 2.632 1.971 -3.252  0.3781
H: 1.468 0.868 -3.903  0.3458
H: 0.078 4.354 -1.458  0.4030
H: 1.786 3.902 -1.250  0.2223
H: 0.399 2.824 -0.638  0.0596
H: 0.503 3.446 -3.642  0.4635
H: -0.285 2.274 -3.172  -0.1701
H: 3.392 -2.943 -0.661  0.2914
H: 4.063 -1.718 -0.294  0.3008
O: 3.539 -2.425 0.128  -0.6771
H: 3.163 -2.175 2.147  0.3307
H: 3.034 -0.695 1.583  0.2953
O: 2.912 -1.188 2.418  -0.6830
H: 1.850 -2.834 3.912  0.3335
H: 1.191 -2.684 2.604  0.3460
O: 1.062 -3.156 3.443  -0.6328
H: 1.560 -4.043 -3.063  0.3203
H: 1.209 -2.620 -3.414  0.3046
O: 1.973 -3.213 -3.426  -0.6437
H: 1.840 0.037 3.641  0.2627
H: 0.442 0.397 2.986  0.2523
O: 1.164 0.681 3.515  -0.5354
H: 1.361 2.503 3.896  0.3359
H: 1.737 3.277 2.640  0.3071
O: 1.175 3.316 3.470  -0.6767
H: -1.158 -2.143 2.975  0.3000
H: -2.042 -1.062 3.643  0.2127
O: -1.157 -1.226 3.328  -0.5664
H: -4.260 0.116 -0.755  0.2345
H: -4.909 -1.212 -0.656  0.3539
O: -4.291 -0.716 -1.268  -0.7511
H: -1.805 0.274 1.591  -0.0333
H: -2.860 1.438 1.310  0.2093
O: -2.655 0.521 1.226  -0.4400
H: -3.792 -1.471 2.553  0.2288
H: -4.085 -0.363 1.643  0.4284
O: -4.475 -1.205 1.957  -0.6415
H: -2.090 1.041 -2.398  0.1862
H: -2.946 -0.360 -2.308  0.2564
O: -2.207 0.135 -2.663  -0.5202
H: -0.963 3.179 3.442  0.3558
H: -1.759 2.237 4.223  0.3085
O: -1.875 2.896 3.478  -0.6360
H: -0.263 0.306 -4.833  0.2908
H: -1.378 -0.473 -3.976  0.4685
O: -0.754 -0.518 -4.765  -0.7101

Properties
2S+1: 1
E_tot: -36061.792 eV
E_HOMO: -0.3087 Ha

=====

Below is 2 unconnected molecules or ions with the total composition C4H8 at a distorted geometry, with properties calculated with ωB97M-V with the def2-TZVPD basis set.

Last column: Mulliken charge in e.
Atoms and positions in Å:
C: 0.402 -0.776 1.819  -0.1643
C: 0.166 -1.012 0.573  -0.4729
C: 1.087 0.395 1.435  -0.4976
H: 0.300 -1.335 2.749  0.3280
H: 0.351 -1.892 -0.012  0.2885
H: 0.498 1.238 1.111  0.2567
H: 2.146 0.283 1.184  0.2428
C: -0.970 0.620 -1.766  -0.8923
H: -1.679 0.518 -2.603  0.3129
H: -0.508 -0.336 -1.630  0.1602
H: -1.474 0.829 -0.811  0.2198
H: -0.319 1.468 -2.049  0.2182

Properties
2S+1: 1
E_tot: -4273.025 eV
E_HOMO: -0.3281 Ha
Structure (SMILES): C1=CC1.C

=====

Below is 2 unconnected molecules or ions with the total composition C2H5O2S, with properties calculated with ωB97M-V with the def2-TZVPD basis set.

Last column: Mulliken charge in e.
Atoms and positions in Å:
C: 0.514 -1.095 1.484  -0.2831
S: -0.553 -2.100 0.418  -0.2521
H: 1.464 -1.599 1.667  0.2347
H: 0.682 -0.151 0.972  -0.0517
H: 0.014 -0.945 2.440  0.2389
O: -0.361 2.795 -0.882  -0.6499
C: 0.431 1.885 -0.598  0.0156
O: 0.523 0.726 -1.059  -0.6401
H: 1.172 2.167 0.218  0.2457
H: -0.095 -1.568 -0.723  0.1420

Properties
2S+1: 1
E_tot: -17086.637 eV
E_HOMO: -0.1527 Ha
Total charge: -1

=====

Below is a molecular structure, C32H17BrCoF5N4OS at a distorted geometry, with properties calculated with ωB97M-V with the def2-TZVPD basis set.

Last column: Löwdin spin population.
Atoms and positions in Å:
Co: 0.395 -0.177 -0.102  0.9812
C: 0.786 0.514 4.061  0.0001
C: -0.131 -0.386 4.581  -0.0004
C: -0.773 -1.257 3.723  0.0003
C: -0.496 -1.216 2.359  0.0003
N: 0.401 -0.336 1.860  -0.0047
C: 1.021 0.503 2.698  -0.0010
C: -1.156 -2.036 1.328  -0.0014
C: -2.068 -3.051 1.616  -0.0009
C: -2.676 -3.737 0.578  0.0011
C: -2.365 -3.396 -0.738  -0.0012
C: -1.449 -2.387 -1.011  -0.0015
C: -0.806 -1.684 0.013  -0.0234
H: 1.313 1.220 4.689  0.0000
H: -0.345 -0.406 5.643  -0.0001
H: -1.498 -1.966 4.098  0.0000
H: 1.709 1.199 2.236  0.0000
H: -2.309 -3.311 2.642  -0.0002
H: -3.388 -4.526 0.787  0.0001
H: -2.847 -3.925 -1.554  -0.0002
H: -1.231 -2.138 -2.045  -0.0002
Br: -8.491 1.594 0.213  -0.0001
C: -7.183 2.334 -0.948  -0.0007
C: -6.179 1.528 -1.454  0.0001
C: -5.215 2.073 -2.291  -0.0006
C: -5.246 3.433 -2.638  0.0000
C: -6.297 4.205 -2.142  -0.0005
C: -7.253 3.672 -1.292  0.0001
N: -4.357 4.123 -3.498  -0.0031
N: -3.320 3.593 -4.024  0.0004
C: -2.429 2.765 -3.382  0.0000
C: -1.628 2.006 -4.252  0.0002
C: -0.737 1.053 -3.833  -0.0004
C: -0.551 0.792 -2.456  0.0009
O: 0.239 -0.084 -2.026  0.0011
C: -1.311 1.635 -1.511  0.0020
N: -1.079 1.389 -0.199  0.0339
C: -1.644 2.154 0.704  0.0015
C: -2.451 3.245 0.358  0.0019
C: -2.724 3.484 -0.960  -0.0026
C: -2.186 2.636 -1.956  0.0011
H: -6.141 0.479 -1.192  0.0000
H: -4.442 1.434 -2.688  0.0000
H: -6.341 5.248 -2.435  0.0000
H: -8.050 4.291 -0.899  0.0000
H: -1.784 2.174 -5.312  0.0000
H: -0.162 0.472 -4.542  0.0000
H: -1.438 1.916 1.743  0.0005
H: -2.847 3.889 1.132  0.0005
H: -3.329 4.331 -1.241  -0.0002
F: 7.433 -0.787 0.582  0.0000
C: 6.217 -0.255 0.395  0.0000
C: 6.058 1.108 0.270  0.0000
F: 7.131 1.907 0.362  0.0000
C: 4.802 1.646 0.066  0.0000
F: 4.721 2.978 -0.029  -0.0001
C: 3.642 0.873 -0.023  0.0007
S: 2.078 1.622 -0.269  -0.0031
C: 3.854 -0.499 0.115  0.0017
F: 2.824 -1.357 0.058  0.0167
C: 5.102 -1.058 0.324  0.0004
F: 5.234 -2.384 0.468  0.0001

Properties
2S+1: 2
E_tot: -173561.129 eV
⟨S²⟩: 0.76
E_HOMO (alpha / beta): -0.1614 / -0.1610 Ha
Total charge: -1

=====

Below is a molecular structure, C12H27N3O6RuS at a distorted geometry, with properties calculated with ωB97M-V with the def2-TZVPD basis set.

Last column: Löwdin spin population.
Atoms and positions in Å:
Ru: -0.092 -0.270 -0.134  2.4966
O: 0.665 1.046 -2.156  0.0641
C: 0.938 -0.049 -3.053  0.0007
C: 1.753 -1.109 -2.334  0.0030
N: 1.000 -1.740 -1.218  0.0020
C: 1.953 -2.258 -0.204  0.0083
C: 2.465 -1.098 0.691  0.0100
O: 3.449 -1.222 1.354  0.0132
O: 1.662 -0.038 0.693  0.1167
C: 0.005 -2.733 -1.695  0.0061
C: -1.397 -2.091 -1.877  0.0128
O: -2.211 -2.577 -2.597  0.0223
O: -1.573 -0.998 -1.136  0.1733
H: 1.481 1.549 -2.029  0.0011
H: 1.481 0.297 -3.932  0.0004
H: -0.031 -0.425 -3.377  0.0000
H: 2.639 -0.632 -1.912  -0.0001
H: 2.086 -1.875 -3.037  0.0004
H: 2.803 -2.767 -0.660  0.0005
H: 1.457 -2.963 0.463  0.0008
H: -0.126 -3.524 -0.959  -0.0006
H: 0.298 -3.194 -2.637  0.0002
C: -1.429 0.328 4.495  0.0039
S: -0.153 0.527 3.238  0.0112
C: 0.921 -0.818 3.765  0.0028
O: -0.843 0.044 1.946  0.0818
H: -1.679 -0.724 4.618  0.0000
H: -2.306 0.894 4.191  0.0000
H: -1.034 0.744 5.422  0.0005
H: 1.057 -0.724 4.842  0.0000
H: 1.884 -0.722 3.267  0.0001
H: 0.441 -1.767 3.525  0.0000
C: -3.999 1.403 -0.644  0.0030
C: -3.304 2.466 -1.489  0.0443
C: -3.457 2.184 -2.986  0.0131
C: -3.850 3.881 -1.167  0.0503
N: -1.875 2.517 -1.196  0.5337
N: -1.303 2.030 -0.093  0.2818
H: -4.998 1.238 -1.043  0.0002
H: -4.122 1.711 0.399  0.0002
H: -3.471 0.449 -0.689  -0.0003
H: -4.500 2.318 -3.264  0.0010
H: -3.164 1.161 -3.223  -0.0001
H: -2.864 2.878 -3.588  0.0001
H: -4.931 3.867 -1.301  0.0079
H: -3.429 4.623 -1.846  0.0002
H: -3.628 4.168 -0.139  -0.0001
H: -1.253 2.958 -1.869  0.0085
H: -2.000 1.730 0.589  0.0071
H: -0.592 2.641 0.301  0.0170

Properties
2S+1: 5
E_tot: -43036.972 eV
⟨S²⟩: 6.02
E_HOMO (alpha / beta): -0.5909 / -0.5880 Ha
Total charge: +2

=====

Below is a molecular structure, C8H16O at a distorted geometry, with properties calculated with ωB97M-V with the def2-TZVPD basis set.

Last column: Mulliken charge in e.
Atoms and positions in Å:
C: -1.311 0.271 -0.215  1.6380
C: 1.046 -0.743 0.398  0.0466
C: 0.525 0.572 0.235  -0.8926
C: -1.957 1.597 0.179  -1.7555
C: -1.365 0.069 -1.719  -1.6328
C: -2.014 -0.865 0.518  -1.6938
C: 2.830 -0.202 -0.046  -0.4437
C: 3.733 0.025 0.904  -0.6111
O: 0.757 -1.817 -0.393  -0.4953
H: 1.223 -2.597 -0.061  0.3370
H: 1.151 -1.035 1.443  0.4683
H: 0.446 1.097 1.184  0.3044
H: 0.847 1.251 -0.550  0.4469
H: 3.108 -0.226 -1.098  0.3316
H: -1.897 1.768 1.259  0.4100
H: -1.485 2.447 -0.325  0.3603
H: -3.024 1.620 -0.086  0.4280
H: -0.906 -0.869 -2.044  0.3098
H: -0.879 0.890 -2.254  0.3547
H: -2.403 0.030 -2.082  0.4429
H: -1.706 -1.853 0.165  0.3293
H: -1.867 -0.805 1.602  0.3501
H: -3.099 -0.843 0.334  0.4683
H: 4.798 0.131 0.696  0.2712
H: 3.449 0.085 1.956  0.2274

Properties
2S+1: 1
E_tot: -10599.572 eV
E_HOMO: -0.2985 Ha

=====

Listing relative energy (zero: lowest compared OMol25 entry of this formula, charge and spin) for the structures above in their given order: 16.0, 154.6, 128.2, 96.1, 11.6, 19.3, 8.1, 78.9 kcal/mol.